Record 1
{
  "formula": "C23H10Br2Cl2IN2O5RuS4",
  "method": "ωB97M-V/def2-TZVPD",
  "elements": ["Ru", "Br", "C", "C", "C", "Br", "C", "C", "C", "C", "N", "C", "C", "O", "H", "H", "H", "H", "O", "C", "S", "C", "C", "S", "S", "S", "Cl", "C", "C", "C", "I", "C", "O", "C", "N", "C", "C", "C", "C", "H", "H", "H", "H", "Cl", "C", "C", "O", "O", "H", "H"],
  "positions_angstrom": [[-0.64, -0.01, -0.47], [-5.48, -0.95, 0.76], [-4.34, 0.41, 1.41], [-4.84, 1.34, 2.33], [-4.04, 2.33, 2.83], [-4.78, 3.56, 4.08], [-2.69, 2.45, 2.43], [-1.78, 3.43, 2.87], [-0.50, 3.43, 2.39], [-0.10, 2.44, 1.47], [-0.93, 1.51, 1.05], [-2.21, 1.51, 1.50], [-3.03, 0.45, 0.96], [-2.52, -0.38, 0.13], [-5.87, 1.26, 2.65], [-2.10, 4.17, 3.59], [0.22, 4.16, 2.72], [0.91, 2.39, 1.10], [-2.80, 0.21, -6.96], [-2.38, 0.18, -5.82], [-1.92, -1.30, -4.98], [-1.53, -0.57, -3.42], [-1.70, 0.77, -3.33], [-1.37, 1.70, -1.90], [-2.28, 1.60, -4.77], [-0.96, -1.59, -2.14], [6.54, -0.88, -1.24], [5.02, -0.61, -0.40], [4.98, -0.75, 0.95], [3.80, -0.51, 1.64], [3.77, -0.66, 3.72], [2.58, -0.11, 1.03], [1.57, 0.22, 1.67], [2.63, -0.07, -0.45], [1.47, 0.18, -1.14], [1.53, 0.31, -2.45], [2.72, 0.20, -3.18], [3.87, -0.12, -2.54], [3.86, -0.27, -1.14], [5.88, -1.03, 1.49], [0.61, 0.51, -2.97], [2.68, 0.33, -4.26], [4.80, -0.25, -3.07], [1.09, -4.14, 1.74], [0.45, -2.77, 2.71], [-0.32, -1.70, 1.94], [-0.13, -1.67, 0.68], [-0.96, -0.94, 2.66], [1.31, -2.28, 3.16], [-0.19, -3.18, 3.48]],
  "lowdin_spin": [0.792, 0.001, 0.008, -0.001, 0.008, 0.001, 0.000, 0.000, -0.001, 0.000, -0.002, 0.002, -0.001, 0.015, 0.000, 0.000, 0.000, 0.000, 0.000, -0.001, 0.000, 0.010, 0.004, 0.078, -0.002, 0.056, 0.000, 0.000, 0.000, 0.000, 0.000, 0.000, 0.010, 0.000, -0.002, 0.002, 0.000, -0.001, 0.000, 0.000, -0.001, 0.000, 0.000, 0.000, 0.000, 0.003, 0.015, 0.007, 0.000, 0.000],
  "energy_ev": -256391.026,
  "fmax_ha_per_bohr": 0.0093,
  "e_above_lowest_ev": 0.0000,
  "total_charge": -2,
  "homo_ev": [-1.94, -2.16],
  "lumo_energy_ev": [3.7621, 3.7622],
  "multiplicity": 2
}

Record 2
{
  "formula": "C2H2OS2",
  "method": "ωB97M-V/def2-TZVPD",
  "elements": ["C", "C", "O", "S", "S", "H", "H"],
  "positions_angstrom": [[0.61, -0.79, 0.01], [0.74, 0.57, -0.08], [3.25, 0.29, -0.02], [1.99, -1.75, -0.02], [2.25, 1.41, 0.02], [-0.30, -1.16, 0.23], [-0.22, 1.05, -0.01]],
  "mulliken_charge": [-0.226, -0.266, -0.468, -0.070, 0.337, 0.376, 0.318],
  "energy_ev": -25821.204,
  "fmax_ha_per_bohr": 0.0864,
  "e_above_lowest_ev": 2.5376,
  "total_charge": 0,
  "homo_ev": [-7.84, -8.80],
  "lumo_energy_ev": [-1.5650, -1.4528]
}

Record 3
{
  "formula": "C2H10F6LiNO9S2",
  "method": "ωB97M-V/def2-TZVPD",
  "elements": ["Li", "C", "F", "F", "F", "S", "O", "O", "N", "S", "O", "O", "C", "F", "F", "F", "O", "H", "H", "O", "H", "H", "O", "H", "H", "O", "H", "H", "O", "H", "H"],
  "positions_angstrom": [[1.42, 1.69, 1.49], [0.39, -0.22, -2.14], [-0.67, 0.58, -2.42], [1.39, -0.02, -3.07], [0.81, 0.07, -0.83], [-0.12, -2.09, -2.20], [-0.27, -2.31, -3.62], [0.97, -2.81, -1.52], [-1.47, -1.93, -1.12], [-2.58, -2.48, -2.05], [-3.06, -1.53, -3.06], [-2.40, -3.88, -2.50], [-4.05, -2.57, -0.91], [-4.37, -1.42, -0.37], [-5.08, -3.00, -1.69], [-3.64, -3.44, 0.08], [2.34, 2.20, 3.26], [2.16, 2.72, 4.04], [3.30, 2.10, 3.25], [2.14, -0.27, 1.86], [2.95, -0.59, 2.25], [1.57, -1.04, 1.84], [3.01, 2.28, 0.25], [3.90, 2.10, 0.53], [3.11, 2.83, -0.53], [0.40, 3.30, 0.61], [-0.14, 3.98, 0.99], [0.17, 3.29, -0.32], [-0.38, 0.96, 2.52], [-1.07, 0.62, 1.96], [-0.72, 0.88, 3.41]],
  "lowdin_spin": [0.000, 0.010, 0.001, 0.004, 0.001, 0.005, -0.002, 0.030, 0.436, -0.047, 0.295, 0.280, -0.007, -0.002, -0.001, -0.002, 0.000, 0.000, 0.000, 0.000, 0.000, 0.000, 0.000, 0.000, 0.000, 0.000, 0.000, 0.000, 0.000, 0.000, 0.000],
  "energy_ev": -60325.660,
  "fmax_ha_per_bohr": 0.1181,
  "total_charge": 1,
  "homo_ev": [-14.66, -14.58],
  "lumo_energy_ev": [-3.0999, -7.8397],
  "multiplicity": 2
}

Record 4
{
  "formula": "C7H15N2O",
  "method": "ωB97M-V/def2-TZVPD",
  "elements": ["C", "C", "C", "C", "C", "C", "C", "N", "N", "O", "H", "H", "H", "H", "H", "H", "H", "H", "H", "H", "H", "H", "H", "H", "H"],
  "positions_angstrom": [[1.26, -0.36, 0.11], [0.86, -0.71, 1.25], [-0.75, 0.69, -1.09], [1.85, -1.52, 2.09], [-0.50, -0.50, 1.94], [-2.54, 2.28, -1.53], [2.21, -0.25, -0.96], [-1.48, 1.70, -0.72], [-1.00, -0.09, -2.08], [2.11, -1.39, -1.68], [2.26, -0.72, 2.76], [1.34, -2.22, 2.72], [2.65, -1.78, 1.43], [-0.36, -0.67, 3.03], [-0.82, 0.58, 1.88], [-1.26, -1.17, 1.59], [-2.39, 3.36, -1.83], [-2.46, 1.74, -2.57], [-3.49, 2.22, -1.10], [3.23, -0.12, -0.52], [1.96, 0.60, -1.58], [-1.24, 2.26, 0.10], [-0.71, -1.06, -1.96], [-1.41, 0.17, -2.94], [2.46, -1.53, -2.55]],
  "mulliken_charge": [0.161, 1.257, 0.062, -1.501, -1.160, -0.801, -0.760, -0.129, -0.324, -0.519, 0.362, 0.433, 0.390, 0.441, 0.235, 0.305, 0.302, 0.185, 0.332, 0.381, 0.308, 0.288, 0.268, 0.142, 0.342],
  "energy_ev": -12518.999,
  "fmax_ha_per_bohr": 0.0901,
  "e_above_lowest_ev": 5.6660,
  "total_charge": 1,
  "homo_ev": [-12.52, -12.52],
  "lumo_energy_ev": [-4.0397, -4.0395]
}

Record 5
{
  "formula": "H8O4Tl",
  "method": "ωB97M-V/def2-TZVPD",
  "elements": ["Tl", "O", "H", "H", "O", "H", "H", "O", "H", "H", "O", "H", "H"],
  "positions_angstrom": [[-11.20, -9.17, 17.38], [-11.35, -11.94, 16.62], [-10.72, -12.56, 16.17], [-12.23, -12.34, 16.49], [-12.52, -9.86, 14.94], [-12.28, -9.50, 14.05], [-13.50, -10.02, 14.89], [-8.80, -7.78, 16.69], [-8.37, -7.22, 17.38], [-8.18, -7.77, 15.92], [-13.80, -10.39, 17.85], [-14.68, -9.96, 17.75], [-13.98, -11.35, 17.75]],
  "mulliken_charge": [1.563, -0.395, 0.397, 0.363, -0.372, 0.392, 0.404, -0.448, 0.407, 0.394, -0.478, 0.397, 0.376],
  "energy_ev": -12972.146,
  "fmax_ha_per_bohr": 0.0325,
  "e_above_lowest_ev": 2.2089,
  "total_charge": 3,
  "homo_ev": -25.12,
  "lumo_energy_ev": -20.9026
}

Record 6
{
  "formula": "C9H13N2O",
  "method": "ωB97M-V/def2-TZVPD",
  "elements": ["C", "C", "C", "C", "C", "C", "C", "C", "C", "N", "N", "O", "H", "H", "H", "H", "H", "H", "H", "H", "H", "H", "H", "H", "H"],
  "positions_angstrom": [[0.48, -2.97, 1.77], [1.49, -2.07, 1.88], [-0.59, -2.61, 0.96], [1.51, -0.83, 1.32], [-0.61, -1.36, 0.33], [0.38, -0.42, 0.50], [-1.00, 2.50, -1.46], [-0.03, 0.60, -2.23], [0.25, 0.96, 0.06], [-0.38, 1.78, 1.52], [-0.70, 1.10, -1.09], [0.25, 1.62, 2.52], [0.55, -3.96, 2.37], [2.22, -2.14, 2.71], [-1.54, -3.32, 0.87], [2.27, -0.14, 1.66], [-1.45, -1.17, -0.39], [-0.04, 3.02, -1.79], [-1.58, 2.56, -2.28], [-1.52, 3.01, -0.68], [0.96, 1.15, -2.29], [0.24, -0.39, -2.26], [-0.71, 0.82, -3.09], [1.17, 1.68, -0.10], [-1.59, 0.58, -0.82]],
  "mulliken_charge": [-0.359, -0.503, -0.678, -0.300, -0.068, 0.574, -1.005, -0.878, -0.386, 0.062, 0.046, -0.197, 0.318, 0.271, 0.266, 0.395, 0.208, 0.380, 0.466, 0.409, 0.390, 0.375, 0.363, 0.459, 0.392],
  "energy_ev": -14560.419,
  "fmax_ha_per_bohr": 0.0779,
  "e_above_lowest_ev": 5.4816,
  "total_charge": 1,
  "homo_ev": -12.45,
  "lumo_energy_ev": -4.3065,
  "smiles": "C[NH+](C)[C@@H](N=O)c1ccccc1"
}

Record 7
{
  "formula": "C5H17N2O2",
  "method": "ωB97M-V/def2-TZVPD",
  "elements": ["C", "C", "C", "C", "N", "C", "N", "H", "H", "H", "H", "H", "H", "H", "H", "H", "H", "H", "H", "H", "H", "H", "O", "H", "H", "O"],
  "positions_angstrom": [[-1.51, 0.65, -1.49], [-1.82, -0.66, -0.77], [-0.64, -1.30, -0.06], [0.15, -2.12, -0.78], [1.20, -2.89, -0.23], [-0.48, -1.14, 1.41], [-0.37, 1.37, -0.82], [-2.39, 1.27, -1.56], [-1.16, 0.50, -2.50], [-2.19, -1.37, -1.50], [-2.63, -0.54, -0.05], [-0.04, -2.29, -1.83], [1.52, -3.62, -0.84], [1.98, -2.36, 0.13], [-1.42, -1.49, 1.88], [-0.37, -0.14, 1.85], [0.26, -1.83, 1.80], [-0.52, 1.93, 0.04], [0.02, 2.02, -1.49], [0.32, 0.64, -0.59], [-0.45, 3.37, 2.13], [0.61, 2.27, 2.54], [-0.15, 2.47, 1.98], [3.59, 2.31, -0.26], [3.53, 1.15, 0.70], [2.96, 1.82, 0.31]],
  "mulliken_charge": [-0.560, -0.834, -0.145, 0.067, -0.526, -1.050, -0.160, 0.352, 0.378, 0.393, 0.445, 0.382, 0.261, 0.196, 0.325, 0.150, 0.422, 0.258, 0.389, 0.290, 0.281, 0.313, -0.638, 0.310, 0.320, -0.616],
  "energy_ev": -12529.694,
  "fmax_ha_per_bohr": 0.0274,
  "e_above_lowest_ev": 0.9352,
  "total_charge": 1,
  "homo_ev": -11.71,
  "lumo_energy_ev": -2.9104
}

Record 8
{
  "formula": "C4H7N3",
  "method": "ωB97M-V/def2-TZVPD",
  "elements": ["N", "C", "C", "C", "N", "C", "N", "H", "H", "H", "H", "H", "H", "H"],
  "positions_angstrom": [[1.42, 1.80, 0.84], [0.78, 0.72, 0.24], [-0.53, 0.53, 0.50], [-0.92, -0.71, -0.14], [-2.17, -1.39, -0.12], [0.22, -1.19, -0.75], [1.28, -0.34, -0.49], [1.58, 2.66, 0.36], [1.88, 1.65, 1.72], [-0.74, 1.38, 1.16], [-2.33, -1.93, -0.96], [-2.94, -0.76, 0.02], [0.37, -2.11, -1.31], [2.08, -0.27, -1.09]],
  "mulliken_charge": [-0.394, 0.045, -0.561, 0.579, -0.577, -0.842, -0.079, 0.187, 0.188, 0.345, 0.243, 0.253, 0.363, 0.249],
  "energy_ev": -8730.743,
  "fmax_ha_per_bohr": 0.0414,
  "e_above_lowest_ev": 0.9361,
  "total_charge": 0,
  "homo_ev": -7.41,
  "lumo_energy_ev": 1.0556,
  "smiles": "Nc1c[nH]c(N)c1"
}